1.
The following is a quantum chemistry calculation of a cluster of 4 separate species, C4H14O3 in total, from OMol25.

**Charge**: 0
**Kohn-Sham gap**: 9.4 eV
**LUMO**: 0.5 eV
**Maximum force**: 3.61 eV/A
**Energy relative to the best compared isomer or geometry (same formula, charge and spin)**: 274.3 kJ/mol
**SMILES**: C=C(C)C.O.O.O

Each line ends with the natural charge from an NBO analysis.
Atoms and positions in Å:
1 C 1.670 -0.787 -2.172  -0.421
2 C 1.376 -0.498 -0.852  0.007
3 C 0.249 0.406 -0.418  -0.704
4 C 2.425 -0.789 0.282  -0.683
5 H 2.302 -1.617 -2.470  0.202
6 H 1.484 -0.030 -2.863  0.197
7 H -0.744 0.133 -0.878  0.216
8 H -0.136 0.526 0.578  0.258
9 H 0.424 1.318 -0.889  0.229
10 H 3.240 -1.584 0.142  0.235
11 H 2.925 0.195 0.589  0.234
12 H 1.926 -0.870 1.323  0.220
13 O -0.305 -2.385 1.079  -0.951
14 H -0.908 -2.968 0.587  0.469
15 H 0.275 -2.004 0.362  0.483
16 O -1.939 1.166 1.740  -0.927
17 H -1.886 0.690 2.538  0.473
18 H -2.200 0.386 1.261  0.463
19 O -3.782 2.963 0.051  -0.927
20 H -3.305 2.253 0.353  0.466
21 H -3.092 3.499 -0.342  0.461

=====

2.
The following is a quantum chemistry calculation of a structure of composition C36H57N9O12, from OMol25.

**Charge**: 0
**Kohn-Sham gap**: 6.9 eV
**LUMO**: -1.7 eV
**Maximum force**: 14.77 eV/A
**Energy relative to the best compared isomer or geometry (same formula, charge and spin)**: 1960.1 kJ/mol

Each line ends with the Mulliken charge.
Atoms and positions in Å:
1 C -1.244 0.421 -4.957  -0.079
2 C -2.367 -0.297 -5.711  -0.764
3 C -2.198 -1.697 -6.223  -0.546
4 C -0.759 -2.284 -6.353  -0.187
5 C 0.377 -1.478 -5.790  0.112
6 C 0.067 -0.148 -5.166  -0.211
7 N -0.464 -3.533 -7.001  0.969
8 O -1.389 -4.358 -7.271  -0.578
9 O 0.744 -3.676 -7.230  -0.554
10 H -1.245 1.447 -4.522  0.368
11 H -3.353 0.073 -5.661  0.395
12 H -3.015 -2.237 -6.653  0.473
13 H 1.437 -1.726 -5.833  0.507
14 H 1.183 0.358 -4.542  0.081
15 C -1.921 -0.057 1.823  0.385
16 C -2.469 0.532 0.497  0.325
17 C -1.554 0.879 -0.623  -1.036
18 C 0.020 0.832 -0.474  -0.124
19 C 0.530 -0.073 0.721  -0.253
20 C -0.606 -0.374 1.887  -1.239
21 N 0.970 1.274 -1.535  1.124
22 O 2.184 0.972 -1.316  -0.544
23 O 0.640 1.951 -2.471  -0.633
24 H -2.710 -0.309 2.635  0.169
25 H -3.694 0.448 0.316  -0.168
26 H -1.849 1.385 -1.454  0.985
27 H 1.594 -0.387 0.845  0.475
28 H -0.053 -0.812 2.726  0.398
29 C -2.612 3.842 -2.433  -0.838
30 C -2.049 4.230 -1.094  -0.325
31 C -2.756 4.285 0.247  -0.059
32 C -4.250 3.873 0.192  0.016
33 C -4.770 3.333 -1.092  -0.318
34 C -3.911 3.374 -2.355  -0.256
35 N -5.008 3.985 1.305  1.007
36 O -6.099 3.195 1.334  -0.589
37 O -4.699 4.703 2.202  -0.551
38 H -2.173 3.764 -3.398  0.506
39 H -0.976 4.517 -1.139  0.317
40 H -2.245 4.679 1.161  0.450
41 H -5.975 2.996 -1.149  0.225
42 H -4.395 3.278 -3.304  0.455
43 C -5.128 -1.584 2.092  0.070
44 O -4.488 -1.856 3.140  -0.596
45 N -6.154 -0.640 2.168  0.225
46 C -6.966 -0.480 0.999  -0.895
47 C -6.446 0.282 3.259  -0.628
48 H -5.103 -2.290 1.172  0.264
49 H -6.208 -0.011 0.165  0.176
50 H -7.730 0.469 0.920  0.221
51 H -7.436 -1.229 0.649  0.538
52 H -7.087 -0.096 4.142  0.223
53 H -6.930 1.072 2.801  0.355
54 H -5.459 0.720 3.721  0.062
55 C 2.462 1.639 3.155  0.234
56 O 2.119 2.837 3.171  -0.689
57 N 2.049 0.813 4.017  0.190
58 C 2.587 -0.617 4.156  -1.028
59 C 0.990 1.083 4.923  -1.452
60 H 2.941 1.048 2.348  0.224
61 H 3.583 -0.636 4.565  0.410
62 H 2.721 -1.139 3.214  0.161
63 H 1.981 -1.216 4.659  0.504
64 H 1.359 1.472 5.611  1.062
65 H 0.369 0.041 5.030  0.250
66 H 0.345 1.787 4.460  0.139
67 C -2.444 2.556 3.969  0.245
68 O -2.935 1.480 4.178  -0.668
69 N -1.824 3.391 4.819  0.238
70 C -1.244 4.642 4.397  -0.967
71 C -1.943 3.114 6.213  -0.992
72 H -2.563 2.880 2.915  0.263
73 H -1.906 5.556 4.691  0.292
74 H -0.895 4.768 3.396  0.350
75 H -0.298 4.769 5.109  0.336
76 H -1.509 4.052 6.858  0.339
77 H -1.201 2.603 6.822  0.202
78 H -2.967 2.752 6.298  0.379
79 C 4.018 -3.495 0.320  -0.003
80 O 3.437 -2.445 0.543  -0.574
81 N 4.487 -4.377 1.256  0.167
82 C 5.231 -5.560 0.877  -0.952
83 C 4.106 -4.200 2.643  -0.800
84 H 4.160 -3.847 -0.599  0.381
85 H 6.166 -5.628 1.371  0.382
86 H 5.158 -5.846 -0.187  0.275
87 H 4.820 -6.453 1.493  0.334
88 H 4.781 -4.748 3.390  0.354
89 H 3.226 -4.827 2.883  0.348
90 H 3.946 -3.125 2.907  0.099
91 C 1.967 -2.342 -2.404  0.952
92 O 3.196 -2.152 -2.661  -0.693
93 N 1.262 -3.457 -2.796  0.129
94 C -0.192 -3.750 -2.586  -0.805
95 C 1.997 -4.377 -3.737  -1.166
96 H 1.278 -1.588 -1.975  -0.349
97 H -0.373 -4.487 -1.922  0.244
98 H -0.428 -4.028 -3.526  0.433
99 H -0.189 -2.604 -2.170  0.218
100 H 1.535 -5.224 -3.708  0.663
101 H 2.945 -4.768 -3.240  0.193
102 H 2.109 -3.985 -4.762  0.248
103 C 7.882 0.492 -2.046  0.074
104 O 8.258 -0.507 -1.430  -0.631
105 N 6.670 0.925 -2.253  0.123
106 C 6.414 2.263 -2.788  -1.353
107 C 5.526 0.110 -1.825  -1.299
108 H 8.479 1.312 -2.407  0.329
109 H 6.482 1.958 -3.709  0.649
110 H 6.986 3.120 -2.630  0.398
111 H 5.374 2.554 -2.839  0.364
112 H 4.751 0.007 -2.505  0.449
113 H 5.152 0.678 -1.071  0.590
114 H 5.800 -0.820 -1.245  0.298

=====

3.
The following is a quantum chemistry calculation of a cluster of 5 separate species, C2H14N2O4 in total, from OMol25.

**Charge**: 0
**Kohn-Sham gap**: 7.7 eV
**LUMO**: 0.4 eV
**Maximum force**: 6.24 eV/A
**Energy relative to the best compared isomer or geometry (same formula, charge and spin)**: 255.5 kJ/mol
**SMILES**: N/C=C/N.O.O.O.O

Each line ends with the natural charge from an NBO analysis.
Atoms and positions in Å:
1 N -1.183 -0.222 -0.249  -0.895
2 C -0.376 0.562 0.727  -0.195
3 C 0.110 1.780 0.250  0.012
4 N 0.925 2.522 1.028  -0.802
5 H -2.065 0.207 -0.357  0.359
6 H -1.241 -1.240 0.023  0.393
7 H -0.357 0.374 1.725  0.175
8 H -0.278 2.201 -0.720  0.206
9 H 0.893 2.261 1.969  0.368
10 H 1.393 3.319 0.855  0.385
11 O -1.394 -1.346 3.499  -0.992
12 H -1.166 -1.528 4.394  0.499
13 H -2.246 -1.597 3.086  0.511
14 O 0.756 1.764 -3.863  -0.942
15 H 1.377 1.507 -4.499  0.467
16 H 0.472 0.977 -3.433  0.475
17 O 0.153 -2.669 1.474  -0.968
18 H 0.980 -2.228 1.232  0.468
19 H -0.032 -2.094 2.311  0.489
20 O 1.073 -1.388 -2.691  -0.963
21 H 0.152 -0.988 -2.245  0.490
22 H 0.809 -2.210 -3.014  0.462

=====

4.
The following is a quantum chemistry calculation of a structure of composition C10H13N2O, from OMol25.

**Charge**: +1
**Kohn-Sham gap (spin up / spin down)**: 6.5 / 7.8 eV
**LUMO (spin up / spin down)**: -6.3 / -4.9 eV
**Maximum force**: 3.85 eV/A
**Energy relative to the best compared isomer or geometry (same formula, charge and spin)**: 501.6 kJ/mol

Each line ends with the natural charge from an NBO analysis.
Atoms and positions in Å:
1 C -0.932 2.891 2.539  -0.115
2 C -1.918 2.036 2.050  -0.198
3 C 0.357 2.836 2.022  -0.204
4 C -1.626 1.134 1.054  -0.197
5 C 0.670 1.950 1.015  -0.168
6 C -0.323 1.083 0.510  0.161
7 C 0.037 -1.301 -2.259  -0.393
8 C -0.891 -0.577 -1.277  -0.266
9 C 1.273 -1.721 -1.455  -0.134
10 C 1.094 -3.076 -0.750  -0.600
11 N -0.033 0.278 -0.531  -0.202
12 N 1.439 -0.739 -0.436  0.363
13 O 2.389 -0.342 0.144  -0.163
14 H -1.172 3.599 3.317  0.238
15 H -2.916 2.073 2.459  0.241
16 H 1.118 3.501 2.400  0.241
17 H -2.389 0.471 0.677  0.227
18 H 1.663 1.934 0.598  0.238
19 H -0.453 -2.160 -2.711  0.251
20 H 0.333 -0.614 -3.052  0.239
21 H -1.614 0.031 -1.826  0.259
22 H -1.440 -1.287 -0.644  0.213
23 H 2.177 -1.759 -2.076  0.254
24 H 0.957 -3.843 -1.507  0.248
25 H 0.226 -3.072 -0.097  0.223
26 H 1.974 -3.326 -0.163  0.242

=====

no.,electronic energy (Ha),molecular weight (g mol⁻¹)
1,-386.4223,110.15
2,-2800.6109,807.90
3,-494.9846,130.14
4,-573.2195,177.23